Record 1
The following is a DFT calculation (ωB97M-V/def2-TZVPD) of a 2-piece molecular cluster, CH2O5P overall at a distorted geometry.

Relative energy (zero: lowest compared OMol25 entry of this formula, charge and spin)   23.9 kcal/mol
Multiplicity   1
Charge   -1
Calculated total energy   -20600.0017 eV
HOMO   -5.794 eV
HOMO-LUMO gap   9.8 eV

Last column: Löwdin charge in e.
Element x y z (Å)
O 0.7653 -0.9392 -3.6574  -0.30
O -0.4791 -2.4786 -2.0383  -0.30
H -1.1352 1.3370 0.5475  0.12
O 1.6459 -1.2434 -1.1991  -0.18
P 0.5650 -1.4965 -2.3263  0.42
H 0.9855 -0.9274 -0.4673  -0.01
C -0.4266 0.6108 0.0256  -0.60
O 0.3122 -0.1880 0.5851  -0.05
O -0.4704 0.7657 -1.2004  -0.09

---

Record 2
The following is a DFT calculation (ωB97M-V/def2-TZVPD) of one molecule with the formula C2F3N at a distorted geometry.

Relative energy (zero: lowest compared OMol25 entry of this formula, charge and spin)   114.6 kcal/mol
Multiplicity   1
Charge   0
Calculated total energy   -11710.8816 eV
HOMO   -11.176 eV
HOMO-LUMO gap   9.9 eV

Last column: Löwdin charge in e.
Element x y z (Å)
F 1.4247 0.7273 0.5794  0.09
F -1.9009 0.7671 -0.7615  0.19
C 0.5083 -0.1811 0.1660  -0.74
F 1.2129 -1.0192 -0.6214  0.10
C -0.7618 0.3455 -0.3824  0.08
N -0.4834 -0.6396 1.0198  0.27

---

Record 3
The following is a DFT calculation (ωB97M-V/def2-TZVPD) of a 2-piece molecular cluster, C5H14NO2P overall at a distorted geometry.

Relative energy (zero: lowest compared OMol25 entry of this formula, charge and spin)   39.9 kcal/mol
Multiplicity   1
Charge   0
Calculated total energy   -20284.3035 eV
HOMO (spin up / spin down)   -8.054 / -8.055 eV
HOMO-LUMO gap (spin up / spin down)   7.6 / 7.6 eV

Last column: Löwdin charge in e.
Element x y z (Å)
H -2.3074 -0.7745 2.1065  0.12
H -1.5254 -1.5390 0.6460  -0.01
H 1.7675 -0.8715 -1.1900  0.01
H 1.8795 -0.3151 0.5689  0.05
H 0.4144 -1.4276 -3.0666  0.08
N -0.5505 1.4005 -1.1743  0.13
H -1.9914 0.8053 0.6429  0.14
H -0.9012 2.1535 -0.6257  0.11
H 3.3773 -0.7525 -0.3109  0.02
C -0.1947 1.2553 1.7443  -0.07
O -0.3473 -0.7313 -3.0274  -0.32
H 0.5985 1.6195 1.0288  0.08
H 0.3561 0.5697 2.4769  0.10
O -0.1954 -2.4076 -1.1442  -0.41
P -0.9484 -1.2059 -1.4762  0.66
H -0.2644 1.6530 -2.1081  0.12
C -1.3274 -0.9761 1.5186  -0.08
C -0.4648 0.2135 -0.5955  -0.41
H 2.7117 0.7140 -0.7391  0.03
C 2.3895 -0.3066 -0.4606  -0.04
C -0.9972 0.3421 0.8363  -0.45
H -0.8065 2.0275 2.1850  0.07
H -0.6725 -1.4458 2.1643  0.06

---

Record 4
The following is a DFT calculation (ωB97M-V/def2-TZVPD) of C39H31BrCl2MoN8O3S2 as an isolated structure at a distorted geometry.

Relative energy (zero: lowest compared OMol25 entry of this formula, charge and spin)   98.4 kcal/mol
Multiplicity   3
Charge   +2
Calculated total energy   -177604.9308 eV
HOMO (spin up / spin down)   -11.262 / -11.220 eV
HOMO-LUMO gap (spin up / spin down)   4.8 / 2.4 eV

Last column: Mulliken spin population.
Element x y z (Å)
C -3.7225 2.0289 -1.6877  0.27
C -3.6837 -1.3780 3.0807  0.00
H -2.4410 0.8764 -5.7195  0.00
C 3.0822 2.7842 -2.7048  0.00
C -0.5623 -2.2914 1.2339  0.00
H -4.2035 -0.1090 -0.0238  0.00
C 2.6784 -0.4302 4.5866  0.00
C -2.3827 -0.0980 -2.8899  -0.01
H 4.4915 -0.1933 3.3528  0.00
H 0.9561 2.7235 -2.4957  0.00
C -4.4138 1.2898 -2.6540  -0.08
N -2.4682 -1.0589 0.5920  0.00
H 2.9214 -1.4594 1.4005  0.00
H 2.9258 0.2862 1.6687  0.00
C -3.7044 -0.5792 0.8196  0.01
C 1.8948 2.2199 -2.2741  0.00
H -4.2965 -0.4428 -3.9367  0.00
C 1.3698 -1.1337 4.3258  0.00
N -0.1236 0.3143 -3.3057  -0.05
H 3.0596 -0.4633 -0.6498  0.00
C -1.3234 3.6882 4.7710  0.03
H -0.7161 -0.3898 -7.0532  0.00
N 1.1193 -1.6300 -2.0067  0.05
C -2.5283 1.5139 -1.1345  -0.17
H -3.2849 4.5529 5.0228  0.00
C -2.9924 3.8517 3.0273  -0.05
Br 5.8454 0.0904 -1.1582  0.00
C -0.7831 2.9001 2.5042  0.11
H -3.4801 3.1681 0.5677  0.00
S 0.3681 2.3016 1.3681  0.44
C 1.6971 -1.1937 -3.1939  -0.01
H 0.8148 -4.7088 1.2879  0.00
C 1.6318 -2.7108 -1.3566  -0.01
H 0.5174 -0.8276 4.9201  0.00
H -4.0827 2.9760 -1.3196  0.01
C -0.4230 3.1145 3.8758  -0.01
C 3.0632 0.4533 -1.2339  0.01
C 1.3836 -4.3670 0.4348  -0.02
C -2.1003 3.2427 2.1178  0.14
H 3.9572 -1.8311 3.5151  0.00
C -4.3507 -0.7100 2.0345  -0.01
S 0.9959 -0.7011 2.5845  0.01
C -1.3860 0.7205 -3.8083  0.07
C -1.8504 -1.7135 1.5619  0.01
H 3.1102 -0.7250 5.5405  0.00
H 5.2707 2.5562 -2.7394  0.00
C -3.7966 0.1669 -3.1965  0.25
C -2.6098 4.0756 4.3286  0.07
N -2.5229 2.9479 0.8243  0.12
C -1.8615 2.1183 -0.0269  -0.11
Cl 3.0991 -6.3758 0.8927  0.01
O 0.8532 -0.3655 0.4850  0.04
H -1.0250 3.8361 5.8007  0.00
C 2.5586 -5.0180 0.0481  0.03
H 0.5706 2.8086 4.1849  0.00
C 3.6007 -0.8174 3.4032  0.00
C 0.5339 -0.7228 -5.3415  0.01
H -5.3488 -0.3237 2.1525  0.00
H 2.9934 3.6998 -3.2709  0.00
C -2.4216 -1.8902 2.8596  0.00
N -0.3195 -2.6790 0.0280  0.01
H 3.3547 -2.9789 -2.6106  0.00
C -0.5993 -0.2123 -5.9946  0.01
C 4.3167 2.1753 -2.4099  0.00
N -1.9655 0.4000 -1.5846  -0.06
C 2.7382 -0.6776 2.1355  0.00
H -4.1336 -1.5040 4.0508  0.00
O 0.4090 -2.2754 2.1971  0.00
N -0.5908 1.7251 0.1113  0.06
C 0.6940 -0.4721 -3.9776  0.00
Cl 4.6914 -5.2896 -1.6027  0.00
H -1.8763 -2.4164 3.6224  0.00
O 2.8777 -1.3385 -3.5664  0.00
H -1.5079 1.7985 -3.6086  -0.02
C 2.8139 -3.3852 -1.7620  0.02
H 1.4925 -2.2064 4.3558  0.00
C 4.2691 0.9992 -1.6489  0.00
C -1.5321 0.4982 -5.2704  0.02
H -5.4093 1.5843 -2.9569  0.00
H -3.9806 4.1127 2.6792  0.00
H 2.5400 0.6552 4.6261  0.00
Mo 0.0665 0.0114 -1.1081  0.80
C 3.2695 -4.5222 -1.0760  -0.01
C 0.9153 -3.2539 -0.2665  0.06
N 1.8879 1.0728 -1.5734  -0.03
H -2.1951 -1.1738 -2.9563  0.00
H 1.2997 -1.2948 -5.8251  0.00

---

Record 5
The following is a DFT calculation (ωB97M-V/def2-TZVPD) of a 2-piece molecular cluster, C2H3N2O2 overall at a distorted geometry.

Relative energy (zero: lowest compared OMol25 entry of this formula, charge and spin)   115.9 kcal/mol
Multiplicity   1
Charge   -1
Calculated total energy   -9192.6786 eV
HOMO (spin up / spin down)   -3.111 / -3.106 eV
HOMO-LUMO gap (spin up / spin down)   6.6 / 6.6 eV

Last column: Löwdin charge in e.
Element x y z (Å)
O -4.6473 0.5695 0.0838  -0.09
O -3.4975 -1.2902 -0.0371  -0.09
H 1.0526 -0.5813 -0.0963  -0.03
N -3.6136 -0.0708 -0.0415  -0.36
C -0.7988 0.3176 -0.0924  -0.51
H -1.0011 -0.8084 -0.2473  0.11
C 0.5749 0.3511 0.0961  -0.14
N -1.7482 1.1965 -0.0871  0.12
H 1.1693 1.2343 0.1173  -0.02